# 1
Molecular formula: C3H6KO5
Method: DFT, ωB97M-V/def2-TZVPD

```
15
Properties=species:S:1:pos:R:3:forces:R:3
C -0.495 2.437 -0.001 0.0 -0.1 0.0
C 0.632 1.403 0.047 0.0 -0.8 0.3
O 1.972 1.648 -0.333 0.2 1.0 -0.8
C 2.840 0.592 -0.174 1.0 0.6 1.4
O 2.376 -0.489 0.288 -0.8 -1.1 -0.1
O 4.030 0.873 -0.340 -0.1 -0.2 -0.6
O -1.615 1.814 0.504 0.3 0.1 -0.2
K 0.290 -1.887 1.280 0.5 1.2 -0.5
H -0.589 2.733 -1.072 -0.1 0.4 0.2
H -0.143 3.295 0.615 -0.2 0.3 -0.3
H 0.288 0.647 -0.691 -0.2 -0.5 1.3
H 0.718 1.225 1.141 -0.7 -1.1 -0.6
H -3.897 -0.674 1.947 -1.2 -2.0 1.0
O -4.332 -1.492 2.391 1.3 1.9 -0.9
H -4.897 -1.890 1.725 0.0 0.2 -0.2
```
Positions in Å, forces in eV/Å.

The value obtained for the molar mass is 161.2 g mol⁻¹. As for the highest occupied orbital energy: -0.107 Eh. Its charge is -1. The spin multiplicity is 1. For the lowest unoccupied orbital energy, the calculation gives 1.3 eV. The gap between HOMO and LUMO comes out at 4.2 eV. Its relative energy (zero: lowest compared OMol25 entry of this formula, charge and spin) is 121.7 kJ/mol.

# 2
Molecular formula: C3H6Li2O5
Method: DFT, ωB97M-V/def2-TZVPD

```
16
Properties=species:S:1:pos:R:3:forces:R:3
H 2.093 -0.103 -2.040 0.1 0.0 0.2
C 2.234 -0.023 -0.938 0.4 -0.3 -0.1
C 0.869 -0.277 -0.298 0.0 0.8 0.4
O 0.537 -1.636 -0.265 -1.1 -0.9 1.0
Li 2.062 2.755 -0.273 0.3 -0.4 0.0
O 2.755 1.186 -0.557 -0.5 0.5 -0.1
H 2.886 -0.883 -0.659 -0.2 0.2 0.0
H 0.122 0.297 -0.890 0.0 0.0 0.2
H 0.909 0.141 0.732 0.1 -0.1 -0.4
C -2.631 -0.236 1.202 0.9 -1.4 2.0
O -2.207 0.947 1.167 0.7 0.9 -0.4
O -3.441 -0.617 0.178 -0.9 -0.6 -1.3
H -2.928 -0.601 -0.637 -0.1 0.3 0.0
Li -0.773 1.949 0.710 -0.3 -0.3 0.2
O -2.414 -1.104 2.064 -0.1 1.0 -0.5
H -0.074 -1.794 0.502 0.7 0.2 -1.1
```
Positions in Å, forces in eV/Å.

The expectation value of S² is 0.7504. The value obtained for the molar mass is 136.0 g mol⁻¹. As for the highest occupied orbital energy (spin up / spin down): -0.055 / -0.190 Eh. Its charge is -1. The spin multiplicity is 2. For the lowest unoccupied orbital energy (spin up / spin down), the calculation gives 2.6 / 2.6 eV. The gap between HOMO and LUMO (spin up / spin down) comes out at 4.1 / 7.7 eV. Its relative energy (zero: lowest compared OMol25 entry of this formula, charge and spin) is 0.0 kJ/mol.

# 3
Molecular formula: C3H6N
Method: DFT, ωB97M-V/def2-TZVPD

```
10
Properties=species:S:1:pos:R:3:forces:R:3
C 1.993 0.126 0.028 5.4 1.6 -0.3
C 0.802 -0.082 -0.185 -0.3 -0.1 0.5
C -1.552 0.207 -0.071 -1.1 0.8 0.0
N -0.300 -0.517 0.029 -4.2 -2.1 -0.3
H 2.756 0.219 -0.736 -0.1 -0.2 -0.2
H 2.351 0.400 1.015 -0.3 -0.1 0.2
H -1.373 1.216 -0.443 0.1 -0.1 0.0
H -2.240 -0.312 -0.737 0.2 0.0 0.0
H -2.012 0.265 0.917 0.1 -0.1 -0.1
H -0.425 -1.524 0.184 0.3 0.2 0.1
```
Positions in Å, forces in eV/Å.

The value obtained for the molar mass is 56.1 g mol⁻¹. As for the highest occupied orbital energy: -0.624 Eh. Its charge is +1. The spin multiplicity is 1. For the lowest unoccupied orbital energy, the calculation gives -4.9 eV. The gap between HOMO and LUMO comes out at 12.1 eV. Its relative energy (zero: lowest compared OMol25 entry of this formula, charge and spin) is 91.3 kJ/mol. Its SMILES is C=C=[NH+]C.